[1]
This record from the Open Molecules 2025 dataset describes a cluster of 10 separate species, C23H49Br14N3O3 in total. The level of theory is wB97M-V/def2-TZVPD.

XYZ file:
```
92
Properties=species:S:1:pos:R:3:forces:R:3
C 11.287 -29.276 -23.754 0.21 2.13 -0.60
N 12.376 -29.066 -24.743 0.27 -0.57 1.32
C 13.469 -30.058 -24.600 -0.77 -0.04 -1.49
C 12.376 -28.039 -25.636 -3.07 0.61 -0.24
O 11.453 -27.174 -25.748 2.90 -2.36 0.52
H 10.435 -28.718 -24.143 -0.37 -0.64 -0.28
H 11.490 -28.668 -22.872 0.39 -0.39 0.43
H 11.089 -30.312 -23.479 0.16 0.11 -0.44
H 13.617 -30.376 -23.568 0.06 0.38 -0.09
H 13.154 -30.915 -25.195 -0.05 -0.51 0.32
H 14.398 -29.785 -25.102 0.02 0.60 0.42
H 13.160 -28.216 -26.388 0.23 0.69 0.12
C 4.390 -16.547 -19.041 -0.15 0.98 0.98
N 3.406 -15.882 -20.000 2.26 -2.05 2.27
C 2.065 -16.261 -19.807 -2.18 -0.20 -0.43
C 3.808 -15.063 -20.987 0.11 0.64 -0.75
O 3.096 -14.488 -21.800 0.31 -0.56 0.72
H 4.145 -17.495 -18.561 -0.83 -0.74 -1.52
H 4.422 -16.069 -18.062 -0.22 1.32 -0.11
H 5.454 -16.607 -19.273 -0.30 0.20 -1.04
H 1.852 -17.325 -19.907 0.53 -0.28 -0.48
H 1.604 -16.071 -18.838 0.53 0.71 0.34
H 1.476 -15.735 -20.558 -0.10 -0.05 0.06
H 4.903 -14.945 -20.985 0.04 0.03 -0.05
C 15.279 -12.087 -20.646 2.52 -0.80 0.34
N 14.369 -12.734 -19.803 -1.46 -1.52 2.59
C 14.867 -13.439 -18.561 -0.23 1.75 -0.66
C 13.125 -12.934 -20.213 -1.57 -1.31 -0.79
O 12.209 -13.505 -19.637 0.60 0.35 0.21
H 15.995 -11.582 -19.998 -0.16 0.91 -0.20
H 14.864 -11.466 -21.439 -0.01 -0.22 0.28
H 15.907 -12.915 -20.977 0.35 0.23 -1.28
H 15.365 -12.615 -18.049 0.34 -0.42 0.50
H 14.067 -13.816 -17.925 -0.23 0.27 -0.50
H 15.559 -14.260 -18.746 0.06 0.14 -0.47
H 13.010 -12.671 -21.276 -0.22 0.62 -0.04
Br 9.811 -13.976 -30.441 0.13 0.14 0.69
C 9.246 -13.183 -28.712 -0.03 0.88 -0.69
C 9.758 -11.761 -28.590 -0.38 0.51 0.29
Br 8.893 -11.043 -26.935 0.42 -0.16 -0.50
H 9.534 -13.782 -27.848 -0.15 -0.23 -0.44
H 8.174 -13.059 -28.865 0.08 -0.59 0.47
H 9.369 -11.132 -29.391 0.08 -0.13 0.08
H 10.828 -11.575 -28.491 -0.15 -0.43 0.10
Br 12.188 -21.544 -31.804 0.18 0.06 0.26
C 13.820 -20.781 -31.041 0.36 -0.30 0.11
C 14.948 -21.007 -32.039 -0.14 1.32 0.64
Br 16.565 -20.204 -31.175 -0.43 -0.44 -0.44
H 14.043 -21.210 -30.064 -0.32 -0.30 -0.19
H 13.644 -19.717 -30.884 -0.03 -0.14 -0.22
H 14.709 -20.340 -32.868 0.47 -0.48 -0.31
H 15.166 -22.036 -32.323 -0.10 0.27 0.16
Br 2.680 -17.770 -30.104 0.27 -0.31 -0.57
C 2.723 -19.593 -30.904 0.92 1.39 -0.08
C 1.802 -20.412 -30.089 -1.95 -0.15 -0.68
Br -0.113 -20.218 -30.880 1.40 -0.34 0.60
H 3.754 -19.939 -30.841 -0.01 0.04 0.37
H 2.534 -19.474 -31.971 -0.47 -0.11 0.27
H 1.657 -19.977 -29.100 0.21 -0.60 -0.08
H 2.066 -21.468 -30.126 -0.36 0.09 0.19
Br 11.445 -18.746 -25.075 -1.54 -0.37 0.23
C 9.580 -19.164 -24.343 -0.06 0.57 -0.41
C 8.508 -19.575 -25.375 0.21 -1.13 0.08
Br 6.770 -19.853 -24.412 0.82 0.42 -0.39
H 9.244 -18.247 -23.858 0.30 0.02 -0.12
H 9.766 -19.899 -23.561 -0.15 -0.12 -0.41
H 8.655 -20.561 -25.816 0.39 -0.03 0.37
H 8.339 -18.957 -26.257 0.02 0.64 0.65
Br 7.753 -28.549 -30.242 -1.01 -0.42 0.67
C 6.388 -29.080 -28.825 1.26 -0.53 -0.38
C 5.540 -27.885 -28.505 0.49 -0.56 -0.02
Br 4.372 -28.452 -27.071 -0.43 0.03 0.10
H 7.020 -29.530 -28.060 -0.13 0.65 0.27
H 5.755 -29.903 -29.157 0.17 0.21 -0.61
H 4.983 -27.726 -29.428 -0.27 0.70 0.47
H 6.082 -27.030 -28.101 -0.08 -0.08 -0.49
Br 10.443 -21.400 -17.094 -0.64 -0.10 -0.16
C 11.449 -20.378 -15.837 1.60 -0.04 -0.46
C 12.702 -21.159 -15.414 -0.45 0.48 0.90
Br 14.064 -21.223 -16.799 -0.20 0.09 0.22
H 10.878 -19.974 -15.002 -0.20 -0.59 -0.05
H 11.857 -19.525 -16.380 -0.36 0.10 -0.07
H 12.574 -22.186 -15.072 -0.37 0.15 -0.26
H 13.063 -20.589 -14.558 0.62 -0.09 -0.13
Br 18.071 -21.270 -24.929 -0.88 -0.62 -0.95
C 19.046 -20.013 -23.884 0.64 0.55 -0.94
C 19.254 -18.700 -24.658 -1.38 -0.10 1.51
Br 20.140 -17.453 -23.380 0.36 -0.44 -0.73
H 20.010 -20.522 -23.876 -0.10 0.29 1.19
H 18.431 -19.920 -22.989 0.88 0.16 0.16
H 18.314 -18.153 -24.725 0.02 -0.39 -0.58
H 19.696 -18.897 -25.635 0.46 0.54 0.35
```
Forces are in eV/Å.

Summary:
F_max   3.8 eV/Å
Net charge   0
SMILES   CN(C)C=O.CN(C)C=O.CN(C)C=O.BrCCBr.BrCCBr.BrCCBr.BrCCBr.BrCCBr.BrCCBr.BrCCBr
HOMO level   -9.2815 eV
Total energy   -1015850.340 eV
Gap between HOMO and LUMO   9.45 eV

[2]
This record from the Open Molecules 2025 dataset describes a structure of composition C23H49N2OP3PtSe. The level of theory is wB97M-V/def2-TZVPD.

XYZ file:
```
80
Properties=species:S:1:pos:R:3:forces:R:3
Pt -0.827 -0.014 -1.907 1.25 -0.40 0.77
P -3.099 -0.169 -1.107 0.23 0.36 0.31
P 0.040 -2.493 -0.919 1.06 0.67 -1.20
P -0.041 2.120 -1.035 0.06 2.30 0.59
H 3.834 -0.805 -2.197 0.17 -0.31 -0.12
C 3.730 0.112 -1.645 -1.02 0.30 1.06
C 3.747 0.132 -0.301 0.10 0.18 -0.71
H 3.862 -0.774 0.294 0.32 0.16 -0.21
C -3.667 -0.303 -2.835 -0.62 -0.21 0.37
C -3.561 -1.616 -0.082 -0.29 0.10 -0.18
C -3.748 1.326 -0.225 -0.27 -0.29 -0.29
C 1.754 -2.961 -1.044 0.70 -0.55 0.01
C -0.374 -3.028 0.730 -0.33 0.63 0.96
C -0.799 -3.436 -2.186 -0.45 0.43 -0.10
C 1.617 2.967 -1.085 0.10 -0.56 -0.28
C -0.525 2.773 0.663 -0.15 -0.58 -0.31
C -0.984 3.234 -2.197 0.20 -0.76 -0.01
H 3.438 0.987 -2.233 0.74 -0.18 0.21
H 3.736 1.073 0.258 -0.20 -0.30 -0.24
H -4.747 -0.483 -2.969 0.35 0.10 0.02
H -3.086 -1.138 -3.258 -0.36 0.25 -0.13
H -3.363 0.636 -3.311 -0.22 -0.20 -0.15
H -4.646 -1.817 -0.067 0.38 0.24 -0.14
H -3.236 -1.423 0.947 0.03 -0.01 -0.23
H -3.059 -2.512 -0.460 -0.15 0.13 0.10
H -4.847 1.448 -0.330 0.62 -0.23 -0.04
H -3.256 2.228 -0.617 -0.27 -0.35 0.21
H -3.512 1.208 0.845 -0.01 0.04 -0.42
H 1.759 -4.023 -1.285 0.21 -0.19 0.10
H 2.301 -2.802 -0.119 -0.11 0.01 0.15
H 2.297 -2.429 -1.808 0.00 0.08 -0.41
H -0.667 -4.076 0.654 -0.06 -0.15 -0.22
H -1.161 -2.468 1.227 -0.13 0.02 -0.13
H 0.511 -2.975 1.374 -0.10 0.02 -0.32
H -0.381 -4.438 -2.229 0.06 -0.17 0.08
H -0.650 -2.942 -3.146 0.03 -0.09 -0.11
H -1.865 -3.490 -1.978 -0.09 -0.10 -0.09
H 1.453 4.039 -1.324 0.00 -0.67 0.17
H 2.251 2.515 -1.854 -0.08 0.32 0.16
H 2.116 2.885 -0.107 -0.18 -0.04 -0.43
H -0.677 3.882 0.576 0.18 -1.00 0.04
H 0.321 2.553 1.351 -0.68 0.20 -0.40
H -1.445 2.270 1.016 0.52 0.41 -0.04
H -0.621 4.283 -2.112 -0.41 -0.73 0.07
H -2.063 3.129 -1.983 0.53 0.33 -0.37
H -0.742 2.838 -3.207 -0.45 0.77 0.59
C 1.184 0.479 -5.857 -0.12 -0.53 0.20
C 2.443 0.015 -5.417 0.88 0.00 0.47
C 3.523 -0.097 -6.289 0.23 -0.27 1.16
C 3.380 0.171 -7.658 -0.20 0.06 0.41
C 2.098 0.482 -8.137 -0.25 0.08 -0.26
C 1.025 0.595 -7.273 -1.23 0.74 -0.27
Se -0.145 0.908 -4.537 0.97 -0.98 -1.01
H 0.641 -1.097 -1.616 -1.16 0.61 0.36
H 2.544 -0.206 -4.350 0.28 0.10 -0.39
H 4.509 -0.391 -5.884 -0.72 0.16 -0.31
H 4.247 0.126 -8.318 -0.31 -0.01 0.10
H 1.978 0.643 -9.211 -0.22 -0.08 0.39
H 0.019 0.817 -7.664 0.65 -0.01 0.08
C -2.994 0.552 4.111 -0.58 -0.51 -0.17
N -1.602 0.429 4.477 -0.83 0.93 0.75
C -1.251 0.942 5.791 0.80 0.11 0.65
C 0.116 0.411 6.198 -0.46 -0.04 0.84
C 1.133 0.647 5.126 -0.12 0.09 0.36
N 0.635 0.073 3.883 -0.74 0.24 -0.71
C 1.598 -0.192 2.841 0.57 -0.57 -0.80
C -0.698 0.054 3.509 0.46 -0.55 -2.36
O -1.079 -0.238 2.345 0.82 0.42 2.09
H -3.179 -0.044 3.230 0.00 -0.07 -0.19
H -3.278 1.589 3.893 0.29 0.06 0.15
H -3.640 0.194 4.921 0.30 0.15 0.04
H -1.195 2.062 5.772 -0.36 -0.58 -0.29
H -2.035 0.656 6.518 0.28 0.18 -0.48
H 0.036 -0.651 6.426 0.06 -0.11 0.02
H 0.424 0.914 7.116 0.00 -0.06 -0.03
H 2.079 0.161 5.384 -0.09 0.18 -0.19
H 1.294 1.730 4.993 0.17 -0.20 -0.15
H 1.761 0.677 2.175 -0.19 -0.14 0.41
H 2.566 -0.474 3.279 -0.40 0.18 0.00
H 1.251 -1.010 2.184 0.01 0.41 0.46
```
Forces are in eV/Å.

Summary:
F_max   2.5 eV/Å
Net charge   +4
Multiplicity   5
HOMO level (alpha / beta)   -18.8797 / -19.0006 eV
Total energy   -126089.944 eV
Gap between HOMO and LUMO (alpha / beta)   7.41 / 4.83 eV